(1)
{
  "formula": "C35H57N2O2P2Zn",
  "method": "wB97M-V/def2-TZVPD",
  "gap_ev": [5.5066, 5.5060],
  "relative_energy_kj_mol": 81.3,
  "charge": 1,
  "symbols": ["C", "C", "C", "C", "C", "H", "H", "H", "N", "P", "P", "C", "H", "H", "C", "H", "C", "C", "C", "C", "C", "H", "H", "H", "C", "H", "H", "H", "C", "H", "H", "H", "C", "H", "H", "H", "C", "H", "H", "H", "C", "H", "H", "H", "C", "H", "H", "H", "C", "H", "H", "H", "C", "H", "H", "H", "C", "H", "H", "H", "C", "H", "H", "H", "C", "H", "H", "H", "Zn", "C", "O", "N", "C", "C", "C", "C", "C", "H", "C", "H", "C", "H", "H", "H", "C", "C", "O", "C", "C", "H", "H", "H", "H", "H", "H", "H", "H", "H", "H"],
  "xyz": [[0.47675, 1.75280, -2.67328], [-0.34656, -0.47413, -2.77957], [0.55337, 1.85016, -4.05368], [-0.11206, -0.44500, -4.17269], [0.28126, 0.71901, -4.81004], [0.84755, 2.81624, -4.48712], [-0.34651, -1.33868, -4.74638], [0.41402, 0.75827, -5.88685], [0.00629, 0.64832, -2.03993], [1.32547, 2.68493, -0.13996], [-1.93176, -1.48719, -0.63239], [0.89767, 3.01809, -1.89729], [1.73888, 3.50962, -2.42655], [0.05053, 3.72677, -1.94070], [-1.08898, -1.59679, -2.25623], [-0.70324, -2.60381, -2.50304], [-1.76196, -3.15883, 0.49091], [-3.54612, -1.51954, -1.68406], [3.15801, 2.27507, -0.26477], [0.93531, 4.25366, 0.81989], [-0.98228, -2.84891, 1.78251], [-1.32895, -1.92355, 2.26204], [-1.11775, -3.67906, 2.49995], [0.09171, -2.73955, 1.59729], [-3.14183, -3.69008, 0.89158], [-3.64808, -3.00982, 1.59021], [-3.79047, -3.87229, 0.03130], [-3.01111, -4.65711, 1.40484], [-0.99059, -4.19887, -0.31704], [-1.01918, -5.15579, 0.23317], [-1.42758, -4.37166, -1.31035], [0.06147, -3.89146, -0.42874], [-4.78454, -1.30366, -0.81130], [-4.73358, -0.35627, -0.25527], [-5.66322, -1.24537, -1.47191], [-4.96528, -2.11247, -0.09745], [-3.47642, -0.33686, -2.68441], [-3.14129, 0.59253, -2.20294], [-2.81049, -0.55006, -3.53021], [-4.48055, -0.15339, -3.09479], [-3.56559, -2.85331, -2.43753], [-2.59969, -3.05358, -2.93094], [-3.81792, -3.71074, -1.79413], [-4.32856, -2.73804, -3.21973], [1.57482, 4.29508, 2.22121], [1.28034, 5.25660, 2.67339], [1.19680, 3.49400, 2.87554], [2.67217, 4.26553, 2.21400], [-0.59083, 4.31100, 1.00778], [-1.13873, 4.12632, 0.07089], [-0.92309, 3.59150, 1.77161], [-0.82829, 5.33007, 1.35622], [1.36997, 5.48479, 0.01534], [1.24205, 6.35977, 0.67282], [2.42423, 5.44681, -0.28158], [0.74399, 5.62027, -0.87933], [3.46608, 1.29434, -1.41795], [4.53350, 1.03942, -1.33468], [2.89069, 0.35887, -1.35947], [3.32428, 1.73234, -2.41778], [3.52604, 1.62511, 1.08629], [2.87834, 0.76741, 1.32527], [4.56376, 1.26252, 1.04258], [3.45979, 2.34613, 1.91272], [3.93905, 3.58348, -0.48525], [3.57716, 4.15047, -1.35639], [3.93372, 4.23397, 0.40238], [4.98983, 3.33471, -0.69245], [0.01802, 0.82941, 0.08252], [-2.14346, 1.12870, 0.18339], [-3.18635, 1.62879, 0.31767], [1.24854, -0.87654, 0.37014], [1.94059, -1.80123, 0.05009], [2.51401, -2.90754, -0.63181], [3.61628, -3.38837, 0.09577], [2.30989, -3.40027, -1.96496], [4.55743, -4.22728, -0.47958], [3.73614, -2.98154, 1.10168], [3.27428, -4.24909, -2.54811], [1.45559, -3.08673, -2.57740], [4.41068, -4.65299, -1.81089], [5.42305, -4.53101, 0.12013], [3.19757, -4.60254, -3.58988], [5.18900, -5.29252, -2.25872], [-0.24113, 0.51706, 5.50268], [-0.31155, 1.05807, 4.08672], [-1.12296, 0.28081, 3.19372], [-2.55076, 0.39275, 3.30689], [-3.17563, -0.47506, 4.38673], [-1.17081, 0.70340, 6.04963], [0.56243, 1.02814, 6.04111], [-0.02131, -0.55630, 5.51180], [-0.67967, 2.09835, 4.09265], [0.68381, 1.03827, 3.62073], [-2.81979, 1.45758, 3.42872], [-2.92349, 0.07971, 2.32270], [-3.17264, 0.05101, 5.34426], [-4.21934, -0.65556, 4.10908], [-2.68023, -1.44764, 4.49695]]
}

---

(2)
{
  "formula": "C24H24F8O28PPd",
  "method": "wB97M-V/def2-TZVPD",
  "gap_ev": [8.6445, 8.1226],
  "relative_energy_kj_mol": 0.0,
  "spin_multiplicity": 3,
  "charge": -1,
  "symbols": ["Pd", "P", "O", "O", "O", "O", "C", "C", "O", "C", "O", "O", "F", "H", "H", "H", "C", "C", "O", "C", "O", "O", "F", "H", "H", "H", "C", "C", "O", "C", "O", "O", "F", "H", "H", "H", "C", "C", "O", "C", "O", "O", "F", "H", "H", "H", "C", "C", "O", "C", "O", "O", "F", "H", "H", "H", "C", "C", "O", "C", "O", "O", "F", "H", "H", "H", "C", "C", "O", "C", "O", "O", "F", "H", "H", "H", "C", "C", "O", "C", "O", "O", "F", "H", "H", "H"],
  "xyz": [[-8.44216, 9.53759, 15.90389], [-6.30126, 8.53012, 15.58472], [-4.97495, 7.93619, 15.30999], [-7.26945, 7.95278, 16.70563], [-7.36811, 8.55443, 14.42752], [-6.39912, 10.08454, 15.93192], [-8.63912, 5.35772, 15.48806], [-7.50762, 5.17014, 14.49360], [-8.16389, 5.07015, 13.27638], [-9.45842, 4.66027, 13.48886], [-10.21373, 4.31068, 12.65286], [-9.73207, 4.73137, 14.80900], [-6.86389, 3.97020, 14.73750], [-8.86338, 6.41038, 15.64688], [-8.48745, 4.85100, 16.43604], [-6.75916, 5.95570, 14.50194], [-4.00208, 5.81931, 17.35080], [-5.21929, 5.97988, 18.24478], [-4.63063, 6.14892, 19.49903], [-3.40104, 5.49924, 19.48996], [-2.78676, 5.26204, 20.46709], [-3.05868, 5.20143, 18.22888], [-5.96274, 4.82241, 18.21336], [-3.62959, 6.79748, 17.04184], [-4.19754, 5.24272, 16.45067], [-5.81857, 6.83827, 17.95556], [-6.06811, 14.49762, 15.01385], [-6.36448, 13.60427, 16.19874], [-7.70652, 13.84081, 16.44768], [-8.12928, 14.97367, 15.79955], [-9.20438, 15.44590, 15.93916], [-7.15163, 15.43533, 15.00742], [-5.60866, 14.00279, 17.28737], [-6.07511, 13.97901, 14.05063], [-5.11164, 15.01701, 14.98256], [-6.13719, 12.55106, 16.04390], [-4.01034, 11.09741, 14.12312], [-5.13475, 10.84607, 13.13435], [-4.46412, 10.26064, 12.06522], [-3.12903, 10.52135, 12.16004], [-2.31975, 10.14490, 11.38500], [-2.87268, 11.25491, 13.26224], [-5.59550, 12.10132, 12.73033], [-3.87515, 10.17747, 14.69696], [-4.10508, 11.95306, 14.77678], [-5.96300, 10.30700, 13.57682], [-6.57338, 7.92656, 11.21226], [-7.79576, 8.84395, 11.26682], [-8.60024, 8.27364, 10.26944], [-8.27196, 6.94695, 10.12922], [-8.92944, 6.17169, 9.53017], [-7.11356, 6.69233, 10.76753], [-7.40062, 10.11570, 11.02921], [-6.00005, 7.84354, 12.13146], [-5.85408, 8.31898, 10.48221], [-8.23690, 8.71206, 12.25881], [-2.15840, 7.24897, 13.94750], [-3.25246, 6.69994, 13.04722], [-3.20664, 5.32024, 13.27719], [-2.11864, 4.98836, 14.02142], [-1.84389, 3.89086, 14.36793], [-1.39689, 6.09362, 14.30534], [-2.96440, 6.93819, 11.72716], [-2.57604, 7.68410, 14.85736], [-1.50970, 7.99624, 13.49708], [-4.24906, 7.06882, 13.25900], [-7.40593, 6.61285, 21.04956], [-7.79904, 7.76502, 20.12201], [-7.15366, 8.88387, 20.69318], [-6.46105, 8.54836, 21.80122], [-5.83923, 9.29169, 22.47780], [-6.56740, 7.21837, 22.03975], [-9.14736, 8.02228, 20.25396], [-6.83225, 5.87232, 20.49546], [-8.23031, 6.15744, 21.58960], [-7.50768, 7.69884, 19.07750], [-4.25208, 9.73612, 18.82897], [-3.51308, 9.94847, 17.50375], [-2.20097, 9.56371, 17.81905], [-2.05575, 9.36424, 19.16076], [-1.01784, 9.23020, 19.70407], [-3.26984, 9.31235, 19.74765], [-3.51279, 11.29724, 17.20387], [-5.03101, 8.97356, 18.70626], [-4.79353, 10.61702, 19.17030], [-3.88462, 9.40443, 16.64326]]
}